1.
# F8MnN4O16S8

A structure of composition F8MnN4O16S8 in a non-equilibrium geometry (ωB97M-V with the def2-TZVPD basis set, the Open Molecules 2025 dataset).

Last column: natural (NBO) charge in e.
CARTESIAN COORDINATES (ANGSTROEM)
Mn 0.301 -0.493 0.139  1.600
N -1.054 -1.371 1.333  -1.243
S -1.248 -2.251 2.522  2.445
O -1.488 -3.630 2.247  -0.879
O -1.694 -1.727 3.825  -0.869
F 0.341 -2.316 2.825  -0.528
S -2.704 -1.426 0.864  2.311
O -3.692 -0.880 1.828  -0.809
O -3.040 -2.513 -0.066  -0.819
F -2.572 -0.200 -0.269  -0.496
N -1.124 3.949 0.583  -1.014
S -0.203 3.024 -0.486  2.378
O 0.063 3.365 -1.876  -0.833
O -0.274 1.630 -0.085  -1.010
F 1.277 3.491 -0.007  -0.489
S -2.166 4.142 -0.511  2.364
O -2.758 2.935 -1.126  -0.895
O -1.966 5.353 -1.322  -0.907
F -3.506 4.499 0.393  -0.527
N 2.079 0.009 0.871  -1.217
S 2.606 0.563 2.388  2.282
O 2.492 2.021 2.629  -0.815
O 3.597 -0.197 3.212  -0.816
F 1.340 -0.021 3.258  -0.502
S 3.456 0.183 0.276  2.410
O 4.525 -0.813 0.437  -0.853
O 3.862 1.529 -0.029  -0.864
F 2.894 -0.105 -1.190  -0.522
N 0.085 -1.370 -1.577  -1.209
S 0.290 -3.036 -1.945  2.313
O 1.456 -3.444 -2.704  -0.832
O -0.950 -3.848 -2.023  -0.818
F 0.877 -3.389 -0.474  -0.505
S -0.121 -1.164 -3.112  2.409
O -1.148 -1.857 -3.797  -0.860
O 1.034 -0.913 -3.948  -0.879
F -0.868 0.271 -3.080  -0.500

Output
* E_HOMO (alpha / beta): -5.6674 / -5.6805 eV
* total charge: -2
* relative energy (zero: lowest compared OMol25 entry of this formula, charge and spin): 195.7 kcal/mol
* LUMO energy (alpha / beta): 0.11274 / 0.11010 hartree
* 2S+1: 6
* DFT total energy: -6558.19438 hartree

=====

2.
# FH10O5V

A structure of composition FH10O5V in a non-equilibrium geometry (ωB97M-V with the def2-TZVPD basis set, the Open Molecules 2025 dataset).

Last column: natural (NBO) charge in e.
CARTESIAN COORDINATES (ANGSTROEM)
V 2.167 -0.624 -0.994  1.730
F 0.246 -0.139 -0.976  -0.776
O 2.687 1.029 0.402  -0.999
H 1.921 1.434 0.802  0.553
H 3.352 1.068 1.020  0.515
O -1.489 -1.700 -2.123  -0.916
H -0.878 -1.956 -2.767  0.440
H -0.925 -1.081 -1.643  0.458
O 0.181 1.354 1.680  -1.009
H -0.375 1.184 0.886  0.504
H -0.394 1.116 2.469  0.517
O -0.535 -1.774 1.075  -0.932
H -0.266 -0.958 0.762  0.458
H -0.182 -1.923 1.983  0.477
O -1.922 1.079 -0.503  -0.989
H -1.041 0.729 -0.842  0.470
H -2.543 1.165 -1.238  0.500

Output
* E_HOMO (alpha / beta): -13.8890 / -13.8891 eV
* total charge: +1
* relative energy (zero: lowest compared OMol25 entry of this formula, charge and spin): 106.8 kcal/mol
* LUMO energy (alpha / beta): -0.25475 / -0.25041 hartree
* 2S+1: 4
* DFT total energy: -1425.74351 hartree

=====

3.
# FH11Si6

An isolated molecule of FH11Si6 in a non-equilibrium geometry (ωB97M-V with the def2-TZVPD basis set, the Open Molecules 2025 dataset).

Last column: natural (NBO) charge in e.
CARTESIAN COORDINATES (ANGSTROEM)
F 2.150 1.352 1.618  -0.688
Si -0.454 -1.284 1.296  0.235
Si -2.191 -0.219 -0.105  0.094
Si 1.337 -2.117 0.014  0.272
Si -2.112 2.086 -0.228  0.524
Si 2.233 -0.206 -1.005  0.093
Si 1.573 1.702 0.065  0.804
H -0.289 -0.238 2.320  -0.102
H -1.453 -2.056 2.120  -0.106
H -2.488 -0.534 -1.673  -0.084
H -3.564 -0.702 0.485  -0.103
H 1.731 -3.168 0.928  -0.096
H 0.818 -2.518 -1.226  -0.120
H -2.283 3.080 -1.312  -0.144
H -2.296 3.013 0.912  -0.159
H 3.553 -0.789 -1.693  -0.087
H 1.324 -0.244 -2.173  -0.130
H 2.413 2.842 -0.343  -0.203

Output
* E_HOMO (alpha / beta): -7.9174 / -7.6351 eV
* relative energy (zero: lowest compared OMol25 entry of this formula, charge and spin): 58.3 kcal/mol
* LUMO energy (alpha / beta): -0.05588 / -0.06512 hartree
* DFT total energy: -1843.23641 hartree

=====

4.
# FH14O7

A cluster of 8 separate species, FH14O7 in total in a non-equilibrium geometry (ωB97M-V with the def2-TZVPD basis set, the Open Molecules 2025 dataset).

Last column: natural (NBO) charge in e.
CARTESIAN COORDINATES (ANGSTROEM)
F 0.168 0.119 -0.015  -0.831
O 0.110 0.674 2.429  -0.962
H 0.745 1.315 2.209  0.439
H -0.111 0.391 1.535  0.487
O -0.102 -2.640 -0.282  -0.957
H 0.201 -1.795 0.052  0.485
H -0.986 -2.449 -0.522  0.464
O 2.129 -0.126 -1.986  -0.954
H 1.585 0.000 -2.769  0.456
H 1.400 -0.031 -1.402  0.486
O -0.924 2.324 -0.283  -0.987
H -0.323 1.562 -0.110  0.488
H -0.588 2.873 0.479  0.447
O -2.227 -0.721 0.891  -0.979
H -2.565 0.040 1.361  0.464
H -1.435 -0.415 0.401  0.487
O 2.550 -0.969 1.179  -0.942
H 3.294 -0.424 0.886  0.450
H 1.847 -0.354 0.893  0.483
O -1.547 -0.019 -1.946  -0.970
H -2.323 0.454 -1.702  0.465
H -0.902 0.182 -1.295  0.480

Output
* E_HOMO: -7.0768 eV
* total charge: -1
* relative energy (zero: lowest compared OMol25 entry of this formula, charge and spin): 17.3 kcal/mol
* LUMO energy: 0.12687 hartree
* DFT total energy: -635.03498 hartree

=====

5.
# FH18O9

A cluster of 10 separate species, FH18O9 in total in a non-equilibrium geometry (ωB97M-V with the def2-TZVPD basis set, the Open Molecules 2025 dataset).

Last column: natural (NBO) charge in e.
CARTESIAN COORDINATES (ANGSTROEM)
F -0.101 -0.325 -0.293  -0.808
O -2.477 2.137 -1.119  -0.985
H -2.192 1.607 -0.356  0.514
H -3.207 2.675 -0.717  0.465
O -0.562 0.669 -2.661  -0.999
H -1.257 1.306 -2.394  0.491
H -0.423 0.265 -1.814  0.476
O 0.486 -1.756 1.753  -0.987
H 0.208 -2.644 1.593  0.455
H 0.257 -1.244 0.961  0.495
O 1.846 0.928 2.426  -0.963
H 1.826 0.323 1.654  0.498
H 2.079 0.339 3.109  0.458
O -0.888 -2.570 -1.636  -0.969
H -0.694 -1.690 -1.292  0.489
H -0.997 -2.278 -2.527  0.462
O -2.488 -0.469 0.225  -0.995
H -1.502 -0.513 0.164  0.483
H -2.697 -1.371 0.403  0.458
O 2.182 1.045 -0.427  -0.999
H 2.345 1.943 -0.770  0.489
H 1.304 0.715 -0.662  0.513
O -0.753 1.832 0.941  -0.993
H -0.475 0.983 0.568  0.486
H -0.510 1.764 1.873  0.481
O 3.136 -1.197 0.653  -0.960
H 2.828 -0.527 0.060  0.487
H 2.729 -1.958 0.295  0.459

Output
* E_HOMO: -7.1552 eV
* total charge: -1
* relative energy (zero: lowest compared OMol25 entry of this formula, charge and spin): 2.3 kcal/mol
* LUMO energy: 0.12676 hartree
* DFT total energy: -787.93148 hartree

=====

6.
# FH2IP2

A cluster of 2 separate species, FH2IP2 in total (ωB97M-V with the def2-TZVPD basis set, the Open Molecules 2025 dataset).

Last column: natural (NBO) charge in e.
CARTESIAN COORDINATES (ANGSTROEM)
F -0.096 1.839 1.159  -0.587
P -0.757 1.078 -0.126  0.661
P -0.511 -0.938 0.616  0.051
I -1.357 -1.984 -1.376  -0.068
H 0.430 1.118 -0.883  -0.055
H 2.292 -1.112 0.610  -0.002

Output
* E_HOMO (alpha / beta): -8.5717 / -9.4590 eV
* relative energy (zero: lowest compared OMol25 entry of this formula, charge and spin): 72.6 kcal/mol
* LUMO energy (alpha / beta): -0.03162 / -0.06378 hartree
* DFT total energy: -1081.36355 hartree

=====

7.
# FH2NS

A cluster of 2 separate species, FH2NS in total in a non-equilibrium geometry (ωB97M-V with the def2-TZVPD basis set, the Open Molecules 2025 dataset).

Last column: natural (NBO) charge in e.
CARTESIAN COORDINATES (ANGSTROEM)
N 1.155 0.645 0.242  -0.065
F 1.985 -0.330 0.427  -0.192
S -1.703 -1.091 -0.404  -0.121
H 1.541 1.445 0.742  0.264
H -2.979 -0.669 -1.006  0.114

Output
* E_HOMO (alpha / beta): -9.8664 / -9.4001 eV
* relative energy (zero: lowest compared OMol25 entry of this formula, charge and spin): 60.6 kcal/mol
* LUMO energy (alpha / beta): -0.01707 / -0.07932 hartree
* DFT total energy: -553.80743 hartree

=====

8.
# FH2O2P

A structure of composition FH2O2P in a non-equilibrium geometry (ωB97M-V with the def2-TZVPD basis set, the Open Molecules 2025 dataset).

Last column: natural (NBO) charge in e.
CARTESIAN COORDINATES (ANGSTROEM)
O -0.020 -0.674 0.648  -1.024
O -0.528 0.531 -1.574  -1.049
F 2.026 -0.428 -1.054  -0.704
P -0.055 -0.830 -1.027  1.686
H 0.871 -0.835 1.007  0.528
H 0.047 1.359 -1.750  0.564

Output
* E_HOMO: -11.0833 eV
* relative energy (zero: lowest compared OMol25 entry of this formula, charge and spin): 36.5 kcal/mol
* LUMO energy: -0.00950 hartree
* DFT total energy: -592.92336 hartree

=====

9.
# FH3N2O

A cluster of 3 separate species, FH3N2O in total in a non-equilibrium geometry (ωB97M-V with the def2-TZVPD basis set, the Open Molecules 2025 dataset).

Last column: natural (NBO) charge in e.
CARTESIAN COORDINATES (ANGSTROEM)
N -0.016 1.151 -0.612  -1.088
N 0.034 -2.178 -0.266  0.389
O 0.218 -1.469 0.562  0.157
F -0.161 -2.072 2.166  -0.549
H 0.909 1.544 -0.485  0.363
H -0.381 1.502 -1.489  0.362
H -0.603 1.522 0.124  0.366

Output
* E_HOMO (alpha / beta): -10.8316 / -10.4059 eV
* relative energy (zero: lowest compared OMol25 entry of this formula, charge and spin): 43.1 kcal/mol
* LUMO energy (alpha / beta): -0.05139 / -0.05400 hartree
* DFT total energy: -286.25343 hartree

=====

10.
# FH3N2O2S

An isolated molecule of FH3N2O2S in a non-equilibrium geometry (ωB97M-V with the def2-TZVPD basis set, the Open Molecules 2025 dataset).

Last column: natural (NBO) charge in e.
CARTESIAN COORDINATES (ANGSTROEM)
N 1.143 0.252 -0.541  -1.057
S -0.267 -0.490 -0.037  2.287
O -0.451 -1.792 -0.500  -0.872
O -0.173 -0.606 1.636  -0.875
N -1.411 0.435 -0.539  -0.547
F -1.116 1.749 -0.120  -0.286
H 0.930 0.931 -1.217  0.420
H 1.871 -0.523 -0.827  0.426
H -0.526 0.044 2.145  0.504

Output
* E_HOMO: -9.8434 eV
* relative energy (zero: lowest compared OMol25 entry of this formula, charge and spin): 72.3 kcal/mol
* LUMO energy: 0.01295 hartree
* SMILES: N[S@@](=O)(O)=NF
* DFT total energy: -759.68263 hartree

=====

11.
# FH4N2P3

A structure of composition FH4N2P3 in a non-equilibrium geometry (ωB97M-V with the def2-TZVPD basis set, the Open Molecules 2025 dataset).

Last column: natural (NBO) charge in e.
CARTESIAN COORDINATES (ANGSTROEM)
N -0.730 0.617 -0.637  -1.346
N 0.546 -2.020 0.215  -1.123
F -2.539 -0.377 0.897  -0.603
P -2.110 0.008 -0.613  1.475
P 0.628 1.556 -0.291  0.607
P 1.646 -0.972 0.326  0.805
H -0.133 -2.114 0.909  0.366
H 0.072 2.674 -0.824  -0.032
H 0.331 1.846 0.968  -0.056
H 2.288 -1.217 -0.950  -0.094

Output
* E_HOMO: -8.6471 eV
* relative energy (zero: lowest compared OMol25 entry of this formula, charge and spin): 30.1 kcal/mol
* LUMO energy: -0.01647 hartree
* DFT total energy: -1235.78485 hartree

=====

12.
# FHgO2S

A structure of composition FHgO2S in a non-equilibrium geometry (ωB97M-V with the def2-TZVPD basis set, the Open Molecules 2025 dataset).

Last column: natural (NBO) charge in e.
CARTESIAN COORDINATES (ANGSTROEM)
Hg -0.336 -1.693 -0.028  1.328
F 0.363 1.896 -1.073  -0.493
S -0.340 1.446 0.411  1.176
O -1.028 0.143 0.129  -0.929
O 1.341 -1.792 0.562  -1.082

Output
* E_HOMO (alpha / beta): -9.5193 / -8.5393 eV
* LUMO energy (alpha / beta): -0.05478 / -0.10449 hartree
* 2S+1: 2
* DFT total energy: -801.70621 hartree

=====

13.
# FIn

A structure of composition FIn in a non-equilibrium geometry (ωB97M-V with the def2-TZVPD basis set, the Open Molecules 2025 dataset).

Last column: natural (NBO) charge in e.
CARTESIAN COORDINATES (ANGSTROEM)
In 0.282 0.098 -1.407  1.965
F -0.282 -0.098 1.407  0.035

Output
* E_HOMO: -25.8230 eV
* total charge: +2
* relative energy (zero: lowest compared OMol25 entry of this formula, charge and spin): 54.0 kcal/mol
* LUMO energy: -0.72201 hartree
* DFT total energy: -288.86259 hartree

=====

14.
# FNO2

An isolated molecule of FNO2 in a non-equilibrium geometry (ωB97M-V with the def2-TZVPD basis set, the Open Molecules 2025 dataset).

Last column: natural (NBO) charge in e.
CARTESIAN COORDINATES (ANGSTROEM)
N -0.543 -0.397 -0.095  0.239
O -1.616 0.036 0.087  -0.149
O 0.481 0.557 -0.054  0.017
F 1.678 -0.196 0.063  -0.107

Output
* E_HOMO (alpha / beta): -8.9581 / -12.6616 eV
* relative energy (zero: lowest compared OMol25 entry of this formula, charge and spin): 23.8 kcal/mol
* LUMO energy (alpha / beta): -0.00224 / -0.11237 hartree
* 2S+1: 3
* DFT total energy: -304.78892 hartree

=====

15.
# FNO3S

An isolated molecule of FNO3S in a non-equilibrium geometry (ωB97M-V with the def2-TZVPD basis set, the Open Molecules 2025 dataset).

Last column: natural (NBO) charge in e.
CARTESIAN COORDINATES (ANGSTROEM)
N 1.364 0.555 -0.118  0.238
O 0.250 0.370 1.073  -0.585
O 1.570 -0.428 -0.680  -0.136
O -0.547 -1.170 -0.712  -0.803
F -1.675 1.093 -0.015  -0.528
S -0.961 -0.421 0.452  1.814

Output
* E_HOMO (alpha / beta): -9.0361 / -12.2397 eV
* relative energy (zero: lowest compared OMol25 entry of this formula, charge and spin): 0.6 kcal/mol
* LUMO energy (alpha / beta): 0.00078 / -0.14060 hartree
* 2S+1: 3
* DFT total energy: -778.31483 hartree

=====

16.
# FZn2

A structure of composition FZn2 in a non-equilibrium geometry (ωB97M-V with the def2-TZVPD basis set, the Open Molecules 2025 dataset).

Last column: natural (NBO) charge in e.
CARTESIAN COORDINATES (ANGSTROEM)
Zn -28.263 19.885 -33.024  1.952
Zn -27.544 22.826 -30.765  1.962
F -27.931 21.552 -32.309  -0.913

Output
* E_HOMO: -31.2338 eV
* total charge: +3
* relative energy (zero: lowest compared OMol25 entry of this formula, charge and spin): 0.0 kcal/mol
* LUMO energy: -0.71271 hartree
* DFT total energy: -3656.99895 hartree

=====

17.
# GaH17O6PS2

A structure of composition GaH17O6PS2 (ωB97M-V with the def2-TZVPD basis set, the Open Molecules 2025 dataset).

Last column: natural (NBO) charge in e.
CARTESIAN COORDINATES (ANGSTROEM)
S 2.397 0.859 0.877  -0.761
P 1.003 0.746 -0.563  0.291
Ga -1.111 1.763 -0.059  0.621
S -2.728 0.255 -0.820  -0.679
H 1.559 1.304 -1.732  -0.021
H 0.776 -0.608 -0.886  -0.021
H -1.355 3.052 -0.955  -0.285
H -1.242 2.070 1.453  -0.242
H -2.600 -0.821 -0.033  0.141
O 2.665 0.252 4.404  -0.966
H 2.343 0.225 3.493  0.495
H 3.362 -0.410 4.419  0.467
O -5.476 2.136 0.779  -0.953
H -5.835 1.985 -0.100  0.463
H -4.715 1.543 0.807  0.488
O -0.472 1.545 3.738  -0.936
H 0.306 1.191 4.185  0.475
H -0.533 2.456 4.038  0.463
O -0.908 -1.832 -2.780  -0.981
H -0.172 -1.276 -3.060  0.459
H -1.449 -1.227 -2.242  0.502
O 1.623 -3.039 -4.358  -0.951
H 0.764 -2.911 -3.936  0.484
H 1.816 -3.970 -4.214  0.466
O 3.576 -2.018 -0.638  -0.967
H 3.225 -2.159 -1.523  0.461
H 3.181 -1.178 -0.346  0.489

Output
* E_HOMO: -5.0608 eV
* total charge: -1
* LUMO energy: 0.10085 hartree
* DFT total energy: -3524.22802 hartree